[1]
# C8H14

A single C8H14 molecule in a non-equilibrium geometry (ωB97M-V/def2-TZVPD, the OMol25 dataset).

ΔE to the lowest compared entry with this formula, charge and spin: 6.647 eV
lowest unoccupied orbital energy: 1.1 eV
Kohn-Sham gap: 10.24 eV

Each line ends with the natural charge from an NBO analysis.
Cartesian coordinates (Å):
C1 0.431 1.856 -0.732  -0.382
C2 -1.128 1.443 -0.588  -0.391
C3 -0.881 0.089 -0.219  -0.239
C4 -1.261 -1.463 -0.165  -0.394
C5 0.258 -1.842 0.185  -0.438
C6 0.970 -0.676 0.709  -0.204
C7 1.448 0.595 -0.285  -0.425
C8 -0.305 0.016 1.173  -0.401
H1 0.497 2.622 -0.049  0.204
H2 0.524 2.094 -1.863  0.216
H3 -1.716 1.843 0.147  0.202
H4 -1.533 1.706 -1.611  0.201
H5 -0.192 -0.267 -0.935  0.200
H6 -1.504 -2.270 -0.975  0.233
H7 -1.684 -1.653 0.880  0.185
H8 0.786 -2.168 -0.626  0.192
H9 0.507 -2.687 0.851  0.221
H10 1.692 -0.861 1.456  0.206
H11 2.353 1.101 0.378  0.204
H12 1.792 0.223 -1.224  0.199
H13 -1.136 -0.605 1.760  0.201
H14 0.084 0.903 1.732  0.210

***

[2]
# C10H16O2

2 unconnected molecules or ions with the total composition C10H16O2 in a non-equilibrium geometry (ωB97M-V/def2-TZVPD, the OMol25 dataset).

ΔE to the lowest compared entry with this formula, charge and spin: 1.095 eV
lowest unoccupied orbital energy: 0.7 eV
Kohn-Sham gap: 9.22 eV

Each line ends with the natural charge from an NBO analysis.
Cartesian coordinates (Å):
C1 -0.701 2.207 -2.766  -0.598
C2 0.313 1.456 -1.885  -0.423
C3 -0.295 0.337 -1.102  -0.031
C4 -0.336 -0.977 -1.613  -0.194
C5 -1.274 -1.826 -1.002  -0.288
C6 -1.738 -1.628 0.273  0.270
O1 -2.693 -2.389 0.912  -0.657
C7 -1.350 -0.460 0.948  -0.236
C8 -0.743 0.554 0.208  -0.206
H1 -1.622 2.484 -2.259  0.209
H2 -0.988 1.490 -3.534  0.207
H3 -0.268 3.144 -3.113  0.212
H4 1.155 1.161 -2.502  0.210
H5 0.838 2.112 -1.175  0.193
H6 0.003 -1.125 -2.628  0.213
H7 -1.519 -2.732 -1.553  0.208
H8 -2.689 -3.215 0.414  0.472
H9 -1.587 -0.228 1.979  0.224
H10 -0.490 1.442 0.775  0.211
C9 3.251 -0.387 1.909  -0.628
C10 2.012 0.511 1.597  -0.054
O2 2.247 1.797 2.086  -0.737
H11 3.519 -0.226 2.957  0.209
H12 4.106 0.032 1.389  0.201
H13 3.154 -1.442 1.690  0.211
H14 1.842 0.450 0.534  0.169
H15 1.202 0.039 2.155  0.156
H16 1.950 2.527 1.561  0.478

***

[3]
# C3H9NO2S2

2 unconnected molecules or ions with the total composition C3H9NO2S2 (ωB97M-V/def2-TZVPD, the OMol25 dataset).

ΔE to the lowest compared entry with this formula, charge and spin: 0.190 eV
lowest unoccupied orbital energy: 0.2 eV
Kohn-Sham gap: 9.37 eV

Each line ends with the natural charge from an NBO analysis.
Cartesian coordinates (Å):
N1 0.331 1.355 1.664  -0.840
C1 0.561 1.965 0.468  0.676
O1 0.856 3.143 0.357  -0.605
C2 0.380 1.058 -0.731  -0.522
C3 -0.868 0.191 -0.701  -0.559
S1 -1.354 -0.362 -2.356  0.118
S2 -0.561 -2.208 -2.551  -0.138
H1 0.198 0.349 1.758  0.407
H2 0.591 1.806 2.521  0.399
H3 0.451 1.693 -1.613  0.241
H4 1.248 0.430 -0.869  0.225
H5 -1.722 0.747 -0.305  0.230
H6 -0.721 -0.575 0.050  0.243
H7 -1.586 -2.963 -2.111  0.118
O2 0.520 -1.929 1.593  -0.965
H8 1.493 -1.929 1.545  0.485
H9 0.184 -2.770 1.279  0.487

***

[4]
# C34H24N7O7Ru

A molecular structure, C34H24N7O7Ru in a non-equilibrium geometry (ωB97M-V/def2-TZVPD, the OMol25 dataset).

⟨S²⟩: 8.828
lowest unoccupied orbital energy (alpha / beta): -0.3 / -3.1 eV
multiplicity: 6
Kohn-Sham gap (alpha / beta): 6.60 / 3.90 eV

Each line ends with the Löwdin charge.
Cartesian coordinates (Å):
Ru1 -2.230 1.744 0.033  1.335
O1 -1.721 3.108 4.452  0.062
C1 -2.254 4.329 4.345  -0.291
C2 -2.403 5.036 5.506  0.003
C3 -2.875 6.406 5.437  -0.059
C4 -3.244 6.932 4.228  -0.110
C5 -3.021 6.189 3.086  -0.051
C6 -2.486 4.923 3.067  -0.070
C7 -2.236 4.277 1.746  -0.386
O2 -1.773 3.051 1.771  -0.208
N1 -2.567 4.904 0.653  0.103
N2 -2.350 4.036 -0.436  -0.031
C8 -2.358 4.572 -1.630  -0.066
C9 -2.193 3.946 -2.913  -0.102
C10 -2.556 4.556 -4.124  -0.041
C11 -2.373 3.935 -5.324  -0.073
C12 -1.619 2.773 -5.383  -0.082
C13 -1.181 2.146 -4.267  -0.020
C14 -1.526 2.640 -2.998  -0.251
O3 -1.281 1.909 -1.893  -0.163
H1 -1.815 2.707 3.539  0.099
H2 -2.147 4.553 6.460  0.122
H3 -3.078 6.982 6.327  0.097
H4 -3.653 7.943 4.130  0.107
H5 -3.232 6.620 2.101  0.111
H6 -2.576 5.654 -1.620  0.129
H7 -3.144 5.468 -4.112  0.120
H8 -2.786 4.390 -6.212  0.111
H9 -1.512 2.202 -6.323  0.123
H10 -0.705 1.158 -4.432  0.134
C15 7.327 -8.460 -0.093  -0.075
O4 6.588 -7.778 -1.103  -0.078
C16 5.554 -6.984 -0.774  -0.290
C17 5.272 -6.639 0.544  0.010
C18 4.381 -5.556 0.770  0.006
C19 3.678 -4.976 -0.267  -0.176
C20 3.887 -5.421 -1.571  -0.038
C21 4.822 -6.381 -1.809  -0.004
C22 2.740 -3.869 -0.155  -0.306
N3 2.941 -2.767 0.468  0.205
C23 1.758 -2.017 0.308  -0.149
C24 0.904 -2.749 -0.471  -0.132
N4 1.520 -3.908 -0.795  0.182
C25 -0.415 -2.233 -0.873  -0.060
C26 -1.347 -2.957 -1.635  -0.008
C27 -2.560 -2.410 -1.920  -0.050
C28 -2.829 -1.148 -1.467  -0.109
N5 -1.983 -0.439 -0.734  0.044
C29 -0.756 -0.962 -0.434  -0.119
C30 0.182 -0.177 0.379  -0.117
N6 -0.175 1.068 0.735  0.034
C31 0.605 1.795 1.502  -0.120
C32 1.752 1.270 2.020  -0.031
C33 2.206 0.004 1.657  0.028
C34 1.414 -0.732 0.779  -0.090
H11 8.037 -9.063 -0.661  0.090
H12 6.734 -9.178 0.499  0.101
H13 7.886 -7.760 0.564  0.103
H14 5.858 -7.035 1.350  0.097
H15 4.187 -5.228 1.745  0.100
H16 3.335 -4.943 -2.394  0.126
H17 5.089 -6.680 -2.826  0.125
H18 1.138 -4.749 -1.140  0.149
H19 -1.093 -3.966 -1.994  0.121
H20 -3.283 -2.924 -2.623  0.137
H21 -3.699 -0.615 -1.662  0.089
H22 0.366 2.831 1.611  0.108
H23 2.395 1.853 2.658  0.109
H24 3.152 -0.368 2.054  0.126
O5 -4.361 1.328 -0.434  -0.184
N7 -4.728 0.758 0.659  -0.572
O6 -5.833 0.390 0.826  0.091
O7 -3.751 0.686 1.494  -0.121

***

[5]
# C6H14N2O2

2 unconnected molecules or ions with the total composition C6H14N2O2 in a non-equilibrium geometry (ωB97M-V/def2-TZVPD, the OMol25 dataset).

ΔE to the lowest compared entry with this formula, charge and spin: 2.951 eV
total charge: +1
⟨S²⟩: 0.764
lowest unoccupied orbital energy (alpha / beta): -4.6 / -9.4 eV
multiplicity: 2
Kohn-Sham gap (alpha / beta): 8.30 / 3.49 eV

Each line ends with the natural charge from an NBO analysis.
Cartesian coordinates (Å):
C1 -2.061 -1.444 1.093  -0.716
C2 1.382 -2.277 -0.336  -0.448
C3 -0.982 -2.001 0.146  0.662
O1 -1.425 -2.602 -0.809  -0.577
N1 0.318 -1.851 0.588  -0.657
H1 -1.532 -1.141 2.028  0.195
H2 0.639 -1.262 1.369  0.404
H3 1.065 -2.508 -1.384  0.249
H4 -2.725 -0.641 0.550  0.235
H5 -2.847 -2.108 1.376  0.263
H6 2.132 -1.568 -0.362  0.174
H7 1.860 -3.226 -0.032  0.228
C4 1.618 1.436 1.293  -0.460
C5 -0.517 2.051 -1.729  -0.746
C6 0.160 2.239 -0.452  0.638
O2 0.099 3.286 0.195  -0.102
N2 1.104 1.265 -0.096  -0.435
H8 0.944 0.307 -0.428  0.450
H9 2.570 0.820 1.343  0.253
H10 -1.002 2.977 -2.242  0.300
H11 2.069 2.529 1.494  0.270
H12 0.944 1.289 2.015  0.224
H13 0.196 1.829 -2.575  0.303
H14 -1.260 1.316 -1.779  0.293

***

[6]
# C3H3NO

2 unconnected molecules or ions with the total composition C3H3NO in a non-equilibrium geometry (ωB97M-V/def2-TZVPD, the OMol25 dataset).

ΔE to the lowest compared entry with this formula, charge and spin: 1.275 eV
lowest unoccupied orbital energy: 0.6 eV
Kohn-Sham gap: 11.17 eV

Each line ends with the natural charge from an NBO analysis.
Cartesian coordinates (Å):
C1 -3.429 -0.166 -0.523  0.490
C2 -0.988 0.925 -0.087  0.340
C3 0.378 0.641 -0.256  -0.743
N1 -2.061 1.218 0.239  -0.338
O1 -3.570 -0.762 0.462  -0.536
H1 1.032 0.329 0.591  0.268
H2 0.758 1.547 -0.505  0.258
H3 0.734 0.036 -1.095  0.261

***

[7]
# C7H18N2O

2 unconnected molecules or ions with the total composition C7H18N2O in a non-equilibrium geometry (ωB97M-V/def2-TZVPD, the OMol25 dataset).

ΔE to the lowest compared entry with this formula, charge and spin: 1.754 eV
lowest unoccupied orbital energy: 0.8 eV
Kohn-Sham gap: 9.05 eV

Each line ends with the natural charge from an NBO analysis.
Cartesian coordinates (Å):
C1 -1.298 -1.459 -0.393  -0.427
N1 -0.357 -0.780 0.484  -0.676
C2 -0.803 0.515 1.041  0.406
O1 -1.115 1.363 -0.002  -0.744
N2 -1.886 0.505 1.991  -0.651
C3 -3.247 0.389 1.503  -0.422
H1 -2.118 -1.956 0.138  0.168
H2 -0.762 -2.217 -0.966  0.191
H3 -1.719 -0.722 -1.074  0.214
H4 -0.058 -1.393 1.234  0.351
H5 0.079 0.878 1.605  0.139
H6 -0.308 1.396 -0.593  0.505
H7 -1.695 -0.151 2.739  0.355
H8 -3.553 -0.629 1.230  0.162
H9 -3.342 1.036 0.634  0.221
H10 -3.918 0.754 2.282  0.195
C4 1.475 1.498 -1.481  -0.521
C5 2.014 0.367 -1.021  0.116
C6 2.012 -0.900 -1.818  -0.651
C7 2.816 0.320 0.243  -0.655
H11 1.018 1.542 -2.458  0.206
H12 1.627 2.438 -0.971  0.208
H13 1.643 -1.719 -1.212  0.221
H14 1.393 -0.808 -2.708  0.216
H15 3.034 -1.152 -2.120  0.217
H16 2.834 1.286 0.740  0.216
H17 3.842 0.018 0.028  0.218
H18 2.393 -0.418 0.923  0.220

***

[8]
# C14H14F5N5OS3TeZn

A molecular structure, C14H14F5N5OS3TeZn in a non-equilibrium geometry (ωB97M-V/def2-TZVPD, the OMol25 dataset).

ΔE to the lowest compared entry with this formula, charge and spin: 0.235 eV
lowest unoccupied orbital energy: -1.1 eV
Kohn-Sham gap: 7.23 eV

Each line ends with the natural charge from an NBO analysis.
Cartesian coordinates (Å):
Zn1 1.512 -0.239 0.134  1.623
C1 4.813 2.316 -3.122  -0.755
S1 3.581 3.273 -2.223  0.337
C2 2.906 2.117 -1.109  -0.082
S2 3.417 0.477 -1.100  -0.362
N1 2.001 2.701 -0.332  -0.424
N2 1.456 1.830 0.525  -0.346
C3 0.795 2.195 1.552  0.015
C4 0.436 1.125 2.497  0.173
C5 -0.286 1.367 3.657  -0.230
C6 -0.517 0.321 4.534  -0.141
C7 -0.015 -0.938 4.241  -0.260
C8 0.690 -1.105 3.059  0.067
N3 0.903 -0.104 2.211  -0.560
H1 5.232 3.004 -3.855  0.232
H2 5.593 1.973 -2.448  0.233
H3 4.357 1.468 -3.624  0.241
H4 0.578 3.237 1.773  0.201
H5 -0.648 2.365 3.867  0.229
H6 -1.080 0.487 5.443  0.227
H7 -0.160 -1.774 4.909  0.233
H8 1.097 -2.064 2.762  0.231
N4 -5.597 -0.677 -0.600  -0.752
C9 -4.761 0.061 -1.346  0.084
S3 -5.318 1.030 -2.551  -0.106
C10 -3.303 -0.044 -1.005  -0.067
C11 -2.381 0.779 -1.642  -0.202
C12 -1.044 0.674 -1.322  0.063
N5 -0.581 -0.193 -0.417  -0.564
C13 -1.455 -0.990 0.193  0.052
C14 -2.812 -0.946 -0.065  -0.186
H9 -6.572 -0.670 -0.848  0.417
H10 -5.281 -1.358 0.066  0.392
H11 -2.715 1.488 -2.385  0.259
H12 -0.307 1.305 -1.802  0.222
H13 -1.050 -1.705 0.896  0.219
H14 -3.444 -1.638 0.473  0.201
F1 -0.388 -3.242 -1.267  -0.635
Te1 1.455 -2.972 -1.469  3.452
F2 1.162 -3.727 -3.148  -0.607
F3 1.095 -1.375 -2.377  -0.631
F4 3.225 -2.858 -2.008  -0.612
F5 1.744 -4.716 -0.902  -0.616
O1 1.664 -2.259 0.174  -1.267